(1)
Here is a structure of composition C3H2BaFO in a non-equilibrium geometry from the Open Molecules 2025 dataset. Energies are from the ωB97M-V functional and the def2-TZVPD basis.

XYZ file:
```
8
C3H2BaFO | the Open Molecules 2025 dataset | the ωB97M-V functional and the def2-TZVPD basis
Ba -1.91614 -0.85786 -1.85963
F 1.83610 2.39821 1.80821
O 1.22233 -0.57206 0.14676
C 0.01716 1.03664 1.14083
C 1.25556 1.18932 1.68778
C 0.03241 -0.13022 0.23657
H 1.74316 0.44540 2.32005
H -0.65012 1.88016 0.95152
```

Calculated values
2S+1   2
HOMO level (alpha / beta)   -5.2 / -6.7 eV
HOMO-LUMO gap (alpha / beta)   4.9 / 6.2 eV
Charge   0
<S²>   0.75
Maximum force   2.1 eV/Å
Lowest unoccupied orbital energy (alpha / beta)   -0.28 / -0.48 eV
Electronic energy   -315.90817 a.u.

(2)
Here is a structure of composition C3H2BiCl2GaO4 in a non-equilibrium geometry from the Open Molecules 2025 dataset. Energies are from the ωB97M-V functional and the def2-TZVPD basis.

XYZ file:
```
13
C3H2BiCl2GaO4 | the Open Molecules 2025 dataset | the ωB97M-V functional and the def2-TZVPD basis
Bi -0.44508 1.30831 0.10072
Ga 0.63075 -1.00661 -0.59309
Cl 0.11582 -2.97392 -1.22867
Cl -0.27715 0.75184 2.49547
O -3.77254 0.18652 -0.69671
O -3.57995 3.14183 -1.54893
O 3.54022 0.19393 -0.61105
O 1.86704 -1.70832 1.33196
C -2.54501 2.87342 -1.13768
C -2.63789 0.23207 -0.51253
C 2.42037 0.10267 -0.88696
H 1.89850 -1.08682 2.08220
H 2.78494 -2.01494 1.20529
```

Calculated values
HOMO level (alpha / beta)   -28.2 / -28.2 eV
HOMO-LUMO gap (alpha / beta)   5.3 / 5.3 eV
Charge   +4
Maximum force   6.5 eV/Å
Lowest unoccupied orbital energy (alpha / beta)   -22.87 / -22.87 eV
Electronic energy   -3474.09325 a.u.

(3)
Here is a structure of composition C3H2BiFO3 in a non-equilibrium geometry from the Open Molecules 2025 dataset. Energies are from the ωB97M-V functional and the def2-TZVPD basis.

XYZ file:
```
10
C3H2BiFO3 | the Open Molecules 2025 dataset | the ωB97M-V functional and the def2-TZVPD basis
Bi 0.24714 -1.33360 -1.16860
F 0.80127 -0.81144 0.78002
O -3.47406 -0.59686 0.77190
O 1.30021 0.27501 -1.51019
O -1.75337 -1.32840 -0.58490
C 1.41538 1.02501 -0.44327
C -2.55479 -0.82005 0.11829
C 0.97634 0.60244 0.76933
H 1.99547 1.95522 -0.49363
H 1.04639 1.03268 1.76103
```

Calculated values
HOMO level   -19.0 eV
HOMO-LUMO gap   7.6 eV
Charge   +2
Maximum force   5.8 eV/Å
Lowest unoccupied orbital energy   -11.44 eV
Electronic energy   -654.88571 a.u.

(4)
Here is a structure of composition C3H2Br2F2 in a non-equilibrium geometry from the Open Molecules 2025 dataset. Energies are from the ωB97M-V functional and the def2-TZVPD basis.

XYZ file:
```
9
C3H2Br2F2 | the Open Molecules 2025 dataset | the ωB97M-V functional and the def2-TZVPD basis
Br 2.41158 0.23766 0.24511
Br -0.34737 -2.11205 -1.29153
F 0.73511 1.76524 0.89961
F 1.84940 1.81913 -1.28894
C -2.00421 -1.09391 0.85806
C -1.52216 -1.84020 0.03648
C 0.91676 1.19677 -0.40500
H 0.08611 0.58358 -0.82689
H -2.12523 -0.55622 1.77308
```

Calculated values
HOMO level   -10.2 eV
HOMO-LUMO gap   10.3 eV
Charge   0
Maximum force   5.4 eV/Å
Lowest unoccupied orbital energy   0.15 eV
Electronic energy   -5463.08105 a.u.

(5)
Here is a structure of composition C3H2Br2INS in a non-equilibrium geometry from the Open Molecules 2025 dataset. Energies are from the ωB97M-V functional and the def2-TZVPD basis.

XYZ file:
```
10
C3H2Br2INS | the Open Molecules 2025 dataset | the ωB97M-V functional and the def2-TZVPD basis
I -2.95367 -1.64066 -0.17080
Br -2.03075 1.75898 1.32069
Br 0.73605 1.96646 -1.41725
S 0.35736 -1.34943 -1.02322
N 0.87635 1.03911 0.15817
C -0.89558 0.40317 0.49965
C -1.09672 -0.71843 -0.16640
C 1.37486 -0.30794 0.07800
H 1.26578 -0.70978 1.09868
H 2.36631 -0.44149 -0.37751
```

Calculated values
HOMO level   -9.1 eV
HOMO-LUMO gap   8.8 eV
Charge   0
Maximum force   4.6 eV/Å
Lowest unoccupied orbital energy   -0.26 eV
Electronic energy   -6014.05279 a.u.

(6)
Here is the molecule C3H2Br2O in a non-equilibrium geometry from the Open Molecules 2025 dataset. Energies are from the ωB97M-V functional and the def2-TZVPD basis.

XYZ file:
```
8
C3H2Br2O | the Open Molecules 2025 dataset | the ωB97M-V functional and the def2-TZVPD basis
Br -0.79432 2.03626 0.73610
Br -0.93518 -1.87358 1.75097
O 2.32834 1.32755 -0.84512
C 0.18485 0.50266 0.03629
C -0.53944 -0.78580 -0.04159
C 1.27077 0.95574 -0.56074
H -1.53835 -0.64882 -0.45378
H 0.02331 -1.51400 -0.62213
```

Calculated values
HOMO level   -9.4 eV
HOMO-LUMO gap   8.7 eV
SMILES string   O=C=C(Br)CBr
Charge   0
Maximum force   2.0 eV/Å
Lowest unoccupied orbital energy   -0.67 eV
Electronic energy   -5338.72957 a.u.

(7)
Here is a structure of composition C3H2Br3O2 in a non-equilibrium geometry from the Open Molecules 2025 dataset. Energies are from the ωB97M-V functional and the def2-TZVPD basis.

XYZ file:
```
10
C3H2Br3O2 | the Open Molecules 2025 dataset | the ωB97M-V functional and the def2-TZVPD basis
Br -2.59224 1.90425 -1.81020
Br -2.50223 0.53027 0.88023
Br -2.74132 -1.22691 -1.74356
O 3.08539 -1.18449 1.45951
O 2.11569 0.66161 0.43837
C 0.99897 -0.23993 0.39125
C -1.77805 0.44886 -0.94161
C 2.30815 -0.53555 0.93611
H 0.33236 0.06681 1.08952
H 0.77326 -0.42493 -0.69962
```

Calculated values
HOMO level   -3.8 eV
HOMO-LUMO gap   7.1 eV
Charge   -1
Maximum force   5.3 eV/Å
Lowest unoccupied orbital energy   3.27 eV
Electronic energy   -7987.98959 a.u.

(8)
Here is a structure of composition C3H2BrI from the Open Molecules 2025 dataset. Energies are from the ωB97M-V functional and the def2-TZVPD basis.

XYZ file:
```
7
C3H2BrI | the Open Molecules 2025 dataset | the ωB97M-V functional and the def2-TZVPD basis
I -2.45209 1.59554 -2.18996
Br -3.88770 -0.30220 0.05994
C -3.01719 -0.28463 -1.54576
C 0.15424 -0.58876 0.35485
C 0.79786 0.35707 0.01508
H -0.42831 -1.40256 0.65607
H 1.38059 1.17317 -0.29249
```

Calculated values
HOMO level   -8.9 eV
HOMO-LUMO gap   7.6 eV
Charge   0
Maximum force   0.9 eV/Å
Lowest unoccupied orbital energy   -1.33 eV
Electronic energy   -2987.01654 a.u.